A | {
  "formula": "C3H5Cl",
  "method": "wB97M-V/def2-TZVPD",
  "total_charge": 0,
  "homo_lumo_gap_ev": 10.36,
  "elements": ["C", "C", "C", "Cl", "H", "H", "H", "H", "H"],
  "coordinates": [[0.79545, 0.31808, -0.31890], [1.82908, -0.31912, 0.18807], [-0.56822, -0.10300, 0.05465], [3.45196, 0.11404, 0.04148], [1.22162, 1.62102, -1.06056], [1.59909, -1.13421, 0.78940], [-1.28945, 0.02496, -0.67065], [-0.61401, -1.19597, 0.41895], [-0.84719, 0.52466, 0.85052]]
}



B | {
  "formula": "C3H5Cl",
  "method": "wB97M-V/def2-TZVPD",
  "total_charge": 0,
  "homo_lumo_gap_ev": [5.58, 9.01],
  "elements": ["C", "C", "C", "Cl", "H", "H", "H", "H", "H"],
  "coordinates": [[-0.45060, -0.01645, 0.67946], [0.11758, 0.53512, -0.68062], [0.64499, -0.61090, -0.05209], [0.03349, -3.19357, -1.69866], [-0.14192, 0.64758, 1.57513], [-1.43911, -0.29780, 1.09340], [-0.62603, 0.50796, -1.46903], [0.71862, 1.44185, -0.72561], [0.86861, -1.59652, -0.53188]]
}



Bottom line: A, by a margin of 0.0921 hartree.



A | {
  "formula": "C2H3NOS2",
  "method": "wB97M-V/def2-TZVPD",
  "total_charge": 0,
  "smiles": "ON(C=S)C=S",
  "homo_lumo_gap_ev": 7.53,
  "elements": ["O", "N", "C", "S", "C", "S", "H", "H", "H"],
  "coordinates": [[-1.29274, -1.45995, -1.32415], [-0.56364, -0.52702, -0.55952], [-1.19035, -0.19865, 0.62916], [-0.62323, 0.71588, 1.85715], [0.66535, -0.28116, -1.10954], [1.87148, 0.68154, -0.63157], [-1.13509, -2.37955, -0.93472], [-2.10662, -0.83897, 0.70571], [0.70712, -0.89254, -1.98818]]
}



B | {
  "formula": "C2H3NOS2",
  "method": "wB97M-V/def2-TZVPD",
  "total_charge": 0,
  "homo_lumo_gap_ev": [5.53, 6.93],
  "elements": ["C", "C", "N", "O", "S", "S", "H", "H", "H"],
  "coordinates": [[0.72962, 0.26467, -0.04125], [1.18055, -1.07300, -0.07479], [-0.49133, 0.85957, -0.07943], [-1.68238, 0.13152, -0.32519], [0.40379, -2.57946, -0.00057], [-3.21461, 0.75898, 0.06191], [1.48772, 0.94686, 0.19248], [2.19199, -1.25610, 0.21837], [-0.60537, 1.94696, 0.04846]]
}



C | {
  "formula": "C2H3NOS2",
  "method": "wB97M-V/def2-TZVPD",
  "total_charge": 0,
  "homo_lumo_gap_ev": [7.81, 7.81],
  "elements": ["C", "C", "N", "O", "S", "S", "H", "H", "H"],
  "coordinates": [[-2.50654, -0.67779, 1.46786], [1.24846, 0.88179, -1.48509], [-1.56932, -0.43293, 0.78479], [-3.46507, -0.99206, 1.97233], [2.58934, 0.50311, -0.55092], [2.48856, -0.85709, 0.81553], [0.38698, 0.16312, -1.67099], [1.43529, 1.70429, -2.14158], [-0.60769, -0.29243, 0.80809]]
}



Bottom line: C, by a margin of 0.0440 hartree.



A | {
  "formula": "C2H3NOS2",
  "method": "wB97M-V/def2-TZVPD",
  "total_charge": 0,
  "smiles": "NC(=S)C(O)=S",
  "homo_lumo_gap_ev": 8.13,
  "elements": ["N", "C", "S", "C", "O", "S", "H", "H", "H"],
  "coordinates": [[0.24945, -1.77262, 0.52610], [0.23023, -0.41823, 0.60911], [0.94331, 0.45211, 1.82023], [-0.50225, 0.29862, -0.52259], [-1.26118, 1.29737, -0.17835], [-0.28594, -0.08900, -2.10966], [-0.09348, -2.27945, -0.20520], [0.78548, -2.21551, 1.26543], [-1.23453, 1.43220, 0.79564]]
}



B | {
  "formula": "C2H3NOS2",
  "method": "wB97M-V/def2-TZVPD",
  "total_charge": 0,
  "smiles": "OC(=S)/C=N/S",
  "homo_lumo_gap_ev": 8.39,
  "elements": ["O", "C", "S", "C", "N", "S", "H", "H", "H"],
  "coordinates": [[-1.26773, 1.36807, -0.09244], [-1.44625, 0.06526, 0.02655], [-2.83655, -0.74135, -0.05247], [-0.15208, -0.72157, 0.07282], [0.82453, 0.06818, 0.02756], [2.41268, -0.48732, -0.07793], [-0.32014, 1.55330, 0.08350], [-0.22072, -1.80648, -0.12043], [3.00626, 0.70192, 0.13284]]
}



C | {
  "formula": "C2H3NOS2",
  "method": "wB97M-V/def2-TZVPD",
  "total_charge": 0,
  "homo_lumo_gap_ev": 8.55,
  "elements": ["C", "C", "H", "H", "H", "N", "O", "S", "S"],
  "coordinates": [[-0.01630, 0.20881, -0.47968], [0.33974, -1.03207, 0.36678], [-2.86677, 2.15836, -1.02148], [0.74422, 0.52578, -1.32241], [2.38408, -2.01257, 1.92395], [-1.21098, 0.72114, -0.21435], [-0.18607, -1.45745, 1.42360], [-1.28630, 2.37740, -0.95028], [2.09839, -1.48941, 0.27386]]
}



D | {
  "formula": "C2H3NOS2",
  "method": "wB97M-V/def2-TZVPD",
  "total_charge": 0,
  "smiles": "O/N=C\\C(=S)S",
  "homo_lumo_gap_ev": 7.98,
  "elements": ["O", "N", "C", "C", "S", "S", "H", "H", "H"],
  "coordinates": [[1.44343, 0.55455, -1.04246], [0.90798, 1.47742, -0.17673], [-0.17093, 0.91612, 0.38203], [-0.80257, -0.43191, 0.25304], [-2.20752, -0.60154, 0.96266], [-0.00590, -1.73109, -0.43063], [2.32066, 0.90555, -1.11085], [-0.64193, 1.53436, 1.16436], [-0.84323, -2.62347, -0.00143]]
}



Bottom line: A, by a margin of 0.0373 hartree.



A | {
  "formula": "C2H4O2S2",
  "method": "wB97M-V/def2-TZVPD",
  "total_charge": 0,
  "homo_lumo_gap_ev": 8.76,
  "elements": ["C", "C", "O", "O", "S", "S", "H", "H", "H", "H"],
  "coordinates": [[-0.96165, 0.34188, 0.81593], [2.01482, 0.46706, 0.52358], [-2.71121, 0.17136, -2.12871], [-2.33249, -2.20606, -1.49359], [0.27763, 0.59918, -0.20066], [-2.92332, -0.89138, -1.24177], [-0.60343, 0.14607, 1.88706], [2.70443, 0.74112, -0.39389], [2.16216, -0.54085, 0.99467], [2.37307, 1.17161, 1.23738]]
}



B | {
  "formula": "C2H4O2S2",
  "method": "wB97M-V/def2-TZVPD",
  "total_charge": 0,
  "homo_lumo_gap_ev": 9.44,
  "elements": ["C", "C", "O", "O", "S", "S", "H", "H", "H", "H"],
  "coordinates": [[1.32866, -0.07304, 0.54529], [0.43635, -0.17365, 1.51502], [-1.33676, -1.02059, -2.52271], [-1.15027, 1.09219, -1.18296], [1.13458, -0.59834, -1.12237], [-1.00353, -0.56536, -1.20797], [-1.84696, 1.41185, -0.60609], [2.30570, 0.35496, 0.70114], [-0.53306, -0.61984, 1.37923], [0.66529, 0.19181, 2.50144]]
}



Bottom line: B, by a margin of 0.0721 hartree.



A | {
  "formula": "C2H4O2S2",
  "method": "wB97M-V/def2-TZVPD",
  "total_charge": 0,
  "homo_lumo_gap_ev": [7.69, 7.71],
  "elements": ["C", "C", "O", "O", "S", "S", "H", "H", "H", "H"],
  "coordinates": [[-1.11674, 0.06854, 0.36864], [-1.98940, 0.40728, -0.55693], [1.57256, -1.65264, -0.41669], [2.11143, 1.27040, -0.11994], [2.68967, -1.45559, 0.50675], [3.02724, 0.54099, 0.73928], [-1.52142, -0.33978, 1.40924], [-0.12471, -0.19066, 0.02675], [-1.72247, 0.37570, -1.55355], [-2.92616, 0.97576, -0.40355]]
}



B | {
  "formula": "C2H4O2S2",
  "method": "wB97M-V/def2-TZVPD",
  "total_charge": 0,
  "homo_lumo_gap_ev": [8.73, 6.03],
  "elements": ["C", "C", "O", "O", "S", "S", "H", "H", "H", "H"],
  "coordinates": [[-0.43337, 0.48565, -1.17211], [-0.95688, -0.16278, 0.14692], [3.05399, -0.71904, 2.26059], [0.20343, 1.61700, -1.12473], [0.30558, -1.17754, 0.98764], [1.95490, 0.01161, 1.59787], [0.28590, -0.34208, -1.74406], [-1.37737, 0.45196, -1.95017], [-1.22039, 0.72157, 0.83420], [-1.81580, -0.88635, 0.16384]]
}



Bottom line: A, by a margin of 0.0202 hartree.



A | {
  "formula": "C2H2BrO3S",
  "method": "wB97M-V/def2-TZVPD",
  "total_charge": -1,
  "homo_lumo_gap_ev": [7.41, 7.42],
  "elements": ["C", "C", "O", "O", "O", "S", "Br", "H", "H"],
  "coordinates": [[-0.54342, -0.82938, 0.00904], [-0.64300, -0.60353, -1.20322], [1.18447, 0.30448, 2.38945], [-0.18272, 2.06492, 1.26825], [1.93535, 1.39275, 0.27169], [0.81811, 1.03646, 1.19327], [-1.44184, -1.93976, -2.92281], [-0.85399, -1.65575, 0.78357], [-0.27298, 0.22981, -1.78925]]
}



B | {
  "formula": "C2H2BrO3S",
  "method": "wB97M-V/def2-TZVPD",
  "total_charge": -1,
  "smiles": "O=S(=O)([O-])/C=C/Br",
  "homo_lumo_gap_ev": 8.26,
  "elements": ["O", "S", "O", "O", "C", "C", "Br", "H", "H"],
  "coordinates": [[-1.94567, 0.98484, -1.22460], [-1.90804, 0.19804, 0.00012], [-1.94549, 0.98477, 1.22488], [-2.76687, -0.97622, 0.00011], [-0.20658, -0.48827, 0.00008], [0.70070, 0.43773, -0.00016], [2.59830, 0.11808, 0.00009], [-0.06349, -1.55242, 0.00052], [0.46867, 1.48636, -0.00054]]
}



Bottom line: B, by a margin of 0.0884 hartree.



A | {
  "formula": "C5H6NO",
  "method": "wB97M-V/def2-TZVPD",
  "total_charge": 1,
  "smiles": "C[N+](=O)C=C1C=C1",
  "homo_lumo_gap_ev": [7.40, 7.39],
  "elements": ["C", "N", "O", "C", "C", "C", "C", "H", "H", "H", "H", "H", "H"],
  "coordinates": [[1.80612, -1.27765, 0.74734], [0.70548, -0.58057, 0.29043], [0.14609, -1.29049, -1.14584], [0.03758, 0.46541, 0.66841], [-1.04205, 0.93940, -0.03785], [-1.99896, 1.88289, -0.57448], [-1.80929, 0.72054, -1.26673], [1.50516, -2.47826, 0.77211], [2.41450, -0.85546, 1.56088], [2.47305, -1.49615, -0.05268], [0.08182, 1.02223, 1.54613], [-2.62194, 2.66818, -0.32476], [-1.69758, 0.27992, -2.18297]]
}



B | {
  "formula": "C5H6NO",
  "method": "wB97M-V/def2-TZVPD",
  "total_charge": 1,
  "homo_lumo_gap_ev": [6.79, 6.79],
  "elements": ["C", "C", "C", "C", "C", "N", "O", "H", "H", "H", "H", "H", "H"],
  "coordinates": [[2.40741, -0.18558, -0.11054], [1.17678, -0.93430, -0.52737], [0.07222, -0.68830, 0.06123], [-2.02741, 0.56456, -0.30262], [-0.99835, -0.08390, 0.64199], [3.61439, -0.18301, -0.05311], [2.73235, 0.96390, 0.54111], [1.60203, -1.72225, -1.26881], [-2.59254, 1.19216, 0.30990], [-2.63056, -0.35583, -0.78324], [-1.58479, 1.11444, -1.07255], [-1.52097, -0.47835, 1.44923], [-0.25056, 0.79647, 1.11478]]
}



Bottom line: B, by a margin of 0.0185 hartree.



A | {
  "formula": "C18H39NO4S2",
  "method": "wB97M-V/def2-TZVPD",
  "total_charge": 0,
  "homo_lumo_gap_ev": 6.67,
  "elements": ["C", "C", "N", "C", "C", "C", "C", "C", "O", "C", "H", "H", "H", "H", "H", "H", "H", "H", "H", "H", "H", "H", "H", "H", "H", "H", "H", "H", "H", "H", "O", "H", "C", "S", "O", "C", "H", "H", "H", "H", "H", "H", "C", "S", "O", "C", "H", "H", "H", "H", "H", "H", "C", "C", "C", "C", "C", "C", "H", "H", "H", "H", "H", "H"],
  "coordinates": [[-3.33225, -0.55058, -2.59239], [-3.92864, 0.45975, -1.67710], [-2.75345, 1.02042, -0.77516], [-2.39041, -0.04320, 0.15674], [-1.58156, 1.49505, -1.47980], [-1.83875, 2.40903, -2.70241], [-3.47828, 2.20208, -0.08861], [-2.66159, 2.98537, 0.93841], [-3.40963, 4.02605, 1.65143], [-2.54588, 4.98274, 2.32613], [-2.70805, -0.21751, -3.29344], [-4.05790, -0.75545, -3.28489], [-3.02541, -1.29876, -1.87804], [-4.73405, -0.23183, -1.08929], [-4.47485, 1.22593, -2.23879], [-2.01048, 0.35089, 1.02682], [-1.59493, -0.84330, -0.25091], [-3.30437, -0.49404, 0.68244], [-0.80389, 0.67162, -1.82537], [-0.73091, 1.81592, -0.68448], [-2.20442, 3.39568, -2.61331], [-2.29793, 1.70177, -3.36293], [-0.68996, 2.48492, -3.31241], [-4.14071, 1.82309, 0.65937], [-3.94629, 2.97018, -0.73449], [-1.69148, 3.38499, 0.50674], [-2.28067, 2.30249, 1.78629], [-1.77487, 5.26615, 1.66527], [-2.30470, 4.49915, 3.27155], [-3.03734, 5.88480, 2.63538], [0.99225, -0.00963, 0.38235], [1.04846, 0.50734, -0.33833], [3.83957, 1.87718, -1.28667], [4.58671, 0.63747, -0.40574], [6.11554, 0.68756, -0.64808], [4.22528, 1.16301, 1.26606], [4.28333, 2.75252, -0.73710], [2.84852, 1.70282, -1.42891], [3.98901, 1.93941, -2.43316], [4.94455, 0.64366, 1.78529], [3.24883, 0.85070, 1.30620], [4.20082, 2.15682, 1.37121], [2.44155, -1.74568, -2.89748], [0.92236, -1.83922, -1.91974], [-0.19627, -1.56287, -2.91512], [0.82097, -3.59998, -1.93632], [2.71850, -0.69142, -3.11720], [2.24708, -2.06504, -3.96690], [3.17955, -2.24663, -2.45162], [1.80363, -3.89441, -1.27603], [0.92924, -3.98448, -2.74687], [0.04705, -3.73574, -1.12334], [1.82048, -2.86385, 2.28720], [2.99112, -3.46546, 2.87600], [2.75661, -4.14914, 4.07078], [1.63320, -4.18348, 4.81303], [0.39806, -3.59095, 4.17944], [0.63393, -2.93192, 2.86631], [1.98105, -2.07166, 1.36069], [3.97619, -3.38320, 2.51557], [3.73228, -4.68181, 4.50224], [1.47462, -4.96168, 5.67495], [-0.53057, -3.77189, 4.57052], [-0.36983, -2.41173, 2.37804]]
}



B | {
  "formula": "C18H39NO4S2",
  "method": "wB97M-V/def2-TZVPD",
  "total_charge": 0,
  "homo_lumo_gap_ev": 6.48,
  "elements": ["C", "C", "N", "C", "C", "C", "C", "C", "O", "C", "H", "H", "H", "H", "H", "H", "H", "H", "H", "H", "H", "H", "H", "H", "H", "H", "H", "H", "H", "H", "O", "H", "C", "S", "O", "C", "H", "H", "H", "H", "H", "H", "C", "S", "O", "C", "H", "H", "H", "H", "H", "H", "C", "C", "C", "C", "C", "C", "H", "H", "H", "H", "H", "H"],
  "coordinates": [[-2.00518, -1.19146, 2.47548], [-3.12153, -0.92254, 1.46708], [-2.80108, -0.19062, 0.29694], [-2.37063, 1.14587, 0.57861], [-1.68925, -0.93595, -0.45692], [-2.09808, -2.29515, -0.92818], [-4.08149, -0.09690, -0.62660], [-5.17718, 0.86347, -0.12345], [-6.16938, 0.88814, -1.14053], [-6.96878, 2.04601, -0.88850], [-1.29996, -0.41459, 2.47160], [-1.31821, -2.18671, 2.33663], [-2.45097, -1.41821, 3.50400], [-3.80041, -0.28184, 1.82751], [-3.60146, -1.89293, 1.46102], [-1.21847, 1.31225, 0.75700], [-2.99626, 1.93350, 1.22489], [-2.43338, 1.69876, -0.21787], [-0.71422, -1.00989, 0.15262], [-1.51827, -0.48155, -1.36956], [-2.99623, -2.23970, -1.23505], [-2.07058, -3.13672, -0.22143], [-1.22286, -2.50983, -1.58470], [-4.57596, -1.12795, -0.66126], [-3.84614, 0.36470, -1.65224], [-4.83607, 1.89909, 0.00089], [-5.69506, 0.35591, 0.71073], [-7.69109, 1.87776, -1.55386], [-6.45266, 2.89111, -1.06917], [-7.35338, 1.78723, 0.17988], [1.35187, 0.29198, 0.65320], [2.27872, 0.34704, 0.96499], [3.13633, 0.44651, 3.60151], [1.45607, -0.22643, 3.80410], [1.37213, -1.26512, 4.93386], [0.95500, 1.27128, 4.64879], [3.47754, 0.91807, 4.46192], [3.00774, 1.12944, 2.87154], [3.90799, -0.31857, 3.23167], [1.19343, 0.87979, 5.65776], [-0.14967, 1.29470, 4.74405], [1.25726, 2.11703, 4.03089], [1.48656, -1.19673, -2.70761], [1.98653, -1.94468, -1.15314], [1.98109, -3.44590, -1.27175], [3.77708, -1.64498, -1.35609], [1.57668, -0.10315, -2.79632], [0.40945, -1.51156, -2.85923], [2.16812, -1.38570, -3.55816], [4.56316, -2.30395, -1.89755], [4.25854, -1.71492, -0.35948], [3.99826, -0.50818, -1.44277], [4.06510, 0.60669, -3.84895], [5.51811, 1.11777, -3.55112], [5.92090, 1.45021, -2.30715], [5.08338, 1.34728, -1.16679], [3.78045, 0.90135, -1.30126], [3.21351, 0.50657, -2.61644], [3.78494, 0.25776, -4.95051], [6.05272, 1.04897, -4.39230], [6.89911, 1.87298, -2.26075], [5.55058, 1.83230, -0.27689], [3.11954, 0.87329, -0.53220], [2.13603, 0.32760, -2.71337]]
}



Bottom line: A, by a margin of 0.1696 hartree.